{
  "formula": "C22H42As2N6RuS",
  "method": "ωB97M-V/def2-TZVPD",
  "e_homo_ev": [-16.242, -16.244],
  "lumo_energy_ev": [-9.9, -9.6],
  "total_energy_ev": -167506.9067,
  "s_squared": 0.7629,
  "charge": 3,
  "e_above_lowest_kj_mol": 242.3,
  "spin_multiplicity": 2,
  "symbols": ["Ru", "N", "C", "C", "N", "C", "C", "N", "C", "C", "N", "H", "H", "H", "H", "H", "H", "H", "H", "H", "H", "H", "H", "H", "H", "H", "H", "H", "H", "C", "As", "C", "C", "C", "C", "C", "C", "C", "As", "C", "C", "H", "H", "H", "H", "H", "H", "H", "H", "H", "H", "H", "H", "H", "H", "H", "H", "C", "C", "C", "C", "N", "C", "S", "N", "C", "H", "H", "H", "H", "H", "H", "H", "H"],
  "coordinates": [[-1.129, 0.336, 0.335], [-0.272, 0.565, 2.542], [0.228, 1.926, 2.829], [0.773, 2.545, 1.556], [-0.249, 2.610, 0.492], [-1.254, 3.660, 0.759], [-2.477, 3.152, 1.497], [-2.917, 1.906, 0.861], [0.379, 2.846, -0.822], [-0.537, 2.418, -1.953], [-0.767, 0.959, -1.874], [-0.844, 0.230, 3.309], [0.523, -0.062, 2.463], [1.030, 1.903, 3.568], [-0.575, 2.521, 3.251], [1.605, 1.931, 1.204], [1.159, 3.546, 1.776], [-1.588, 4.068, -0.195], [-0.803, 4.482, 1.320], [-3.249, 3.924, 1.456], [-2.285, 2.950, 2.546], [-3.280, 2.111, -0.066], [-3.671, 1.497, 1.400], [1.287, 2.249, -0.877], [0.656, 3.898, -0.944], [-0.066, 2.690, -2.899], [-1.505, 2.921, -1.913], [0.103, 0.480, -2.103], [-1.457, 0.668, -2.558], [-4.743, -1.921, 0.803], [-3.462, -0.898, -0.260], [-4.696, 0.214, -1.281], [-2.829, -2.237, -1.518], [-3.627, -2.674, -2.569], [-3.157, -3.649, -3.438], [-1.894, -4.191, -3.253], [-1.097, -3.762, -2.199], [-1.572, -2.796, -1.320], [-0.549, -2.271, 0.258], [1.051, -3.371, 0.160], [-1.465, -3.222, 1.703], [-5.472, -2.324, 0.100], [-5.253, -1.271, 1.513], [-4.271, -2.737, 1.342], [-5.468, -0.420, -1.711], [-4.187, 0.753, -2.078], [-5.185, 0.921, -0.611], [-4.611, -2.250, -2.724], [-3.776, -3.973, -4.264], [-1.527, -4.956, -3.924], [-0.118, -4.199, -2.061], [1.670, -3.163, 1.031], [1.625, -3.169, -0.739], [0.734, -4.413, 0.192], [-1.988, -4.082, 1.287], [-2.167, -2.582, 2.234], [-0.718, -3.581, 2.411], [6.771, -0.741, -1.451], [5.737, -0.128, -0.582], [6.005, 0.644, 0.522], [4.939, 1.150, 1.275], [3.665, 0.882, 0.947], [3.412, 0.137, -0.112], [1.810, -0.253, -0.599], [4.432, -0.353, -0.874], [5.174, 2.007, 2.464], [7.768, -0.514, -1.087], [6.687, -0.378, -2.478], [6.652, -1.827, -1.480], [7.026, 0.858, 0.799], [4.199, -0.896, -1.695], [6.232, 2.089, 2.698], [4.642, 1.611, 3.329], [4.778, 3.008, 2.279]],
  "mulliken_charge": [0.886, -0.548, -0.811, 0.158, 1.139, -1.050, -0.848, -0.405, -0.601, -0.777, -0.514, 0.199, 0.206, 0.586, 0.250, -0.601, 0.348, 0.421, 0.214, 0.476, 0.456, 0.161, 0.273, 0.188, 0.347, 0.506, 0.416, 0.080, 0.263, -1.222, 0.722, -1.359, 0.404, -0.617, -0.848, -0.785, -0.471, 0.006, 1.346, -1.586, -1.218, 0.441, 0.462, 0.392, 0.515, 0.422, 0.465, 0.361, 0.440, 0.438, 0.438, 0.456, 0.454, 0.564, 0.376, 0.317, 0.530, -1.400, 0.822, -0.879, 0.841, -0.220, -0.086, -0.535, 0.063, -1.316, 0.370, 0.379, 0.378, 0.406, 0.302, 0.391, 0.322, 0.303]
}